Below is a molecular structure, C8H12BrF5NO9S3 in a non-equilibrium geometry, with properties calculated with wB97M-V/def2-TZVPD.

Calculated values
- Net charge: -1
- Gap between HOMO and LUMO: 8.61 eV
- E_tot: -144542.797 eV

XYZ file:
```
39
Properties=species:S:1:pos:R:3:forces:R:3:nbo_charge:R:1
C 0.134070 -0.764520 -2.355561 0.28 -0.45 0.39 -0.627
C -1.114637 -0.701517 -1.354527 0.86 -0.59 -0.47 -0.445
C -0.505951 -0.563560 0.123689 -1.99 -0.16 -0.88 -0.246
Br -0.432764 -2.440307 0.844856 0.18 0.97 -0.17 0.042
C -1.416333 0.257397 1.133746 2.05 -1.28 2.11 -0.001
O -2.869383 0.067768 1.094068 0.09 1.85 1.53 -0.629
S -3.316595 0.974851 2.445639 -2.67 -1.09 3.36 2.391
O -4.784957 1.217319 2.518455 3.70 0.43 -2.33 -0.844
O -2.953115 0.442666 3.789619 1.00 0.83 -3.77 -0.870
O -2.315187 2.268785 2.074393 -0.86 -0.80 -0.32 -0.674
C -1.086995 1.789607 1.463420 1.72 -1.51 -0.01 0.076
C -0.358636 2.701794 0.388872 -0.82 1.24 0.01 -0.457
C -1.335246 3.499844 -0.574773 0.09 0.24 -0.23 0.022
O -2.035675 2.611969 -1.471980 -0.08 0.46 1.11 -0.708
C -0.473086 4.501159 -1.513815 -0.03 -1.00 -1.50 0.957
F 0.909718 4.358136 -1.297120 -2.55 1.02 -0.20 -0.334
F -0.887011 5.833520 -1.405513 1.26 -2.40 -0.06 -0.329
F -0.660240 4.111389 -2.854410 0.51 1.28 2.41 -0.327
H 0.932563 0.018812 -2.107166 -1.27 -0.85 -0.48 0.199
H -0.153711 -0.702358 -3.449838 0.26 0.03 1.35 0.214
H 0.654423 -1.770268 -2.178953 -0.69 1.37 -0.28 0.245
H -1.876557 0.092999 -1.611851 1.13 -0.62 0.42 0.222
H -1.636438 -1.714065 -1.452803 0.56 1.54 0.34 0.231
H 0.550681 -0.167541 0.084831 -1.26 -0.45 0.34 0.254
H -1.161880 -0.247601 2.132769 -0.13 0.75 -1.34 0.229
H -0.288430 1.678346 2.277550 -1.27 0.31 -0.89 0.210
H 0.260805 3.473515 0.964235 -0.88 -1.03 -0.77 0.237
H 0.382062 2.121655 -0.249080 -1.11 0.39 0.95 0.261
H -2.090995 4.138724 -0.017213 1.13 -0.73 -0.46 0.210
H -2.984052 2.591229 -1.239581 0.73 0.10 -0.05 0.489
N 4.186071 -4.185492 1.160511 -0.14 0.28 -0.56 -1.188
S 3.383865 -5.519507 0.915295 -1.47 -3.32 0.41 2.480
O 3.797870 -6.338655 -0.198932 -0.04 1.12 0.41 -0.930
O 1.970807 -5.505080 1.210623 0.87 0.74 -0.34 -0.932
F 3.940742 -6.378201 2.144429 0.38 0.69 0.11 -0.513
S 3.914616 -3.119494 0.038747 0.32 2.47 -1.64 2.493
O 4.862816 -2.028356 0.042091 -0.42 -1.02 0.91 -0.945
O 2.545070 -2.732622 -0.206575 0.60 -0.64 0.51 -0.956
F 4.311693 -3.872341 -1.308149 -0.05 -0.20 0.11 -0.508
```
Forces are in eV/Å.

Below is 2 unconnected molecules or ions with the total composition C4H15N2OS in a non-equilibrium geometry, with properties calculated with wB97M-V/def2-TZVPD.

Calculated values
- Relative energy (zero: lowest compared OMol25 entry of this formula, charge and spin): 49.9 kcal per mole
- Net charge: +1
- Gap between HOMO and LUMO: 8.08 eV
- E_tot: -20246.192 eV

XYZ file:
```
23
Properties=species:S:1:pos:R:3:forces:R:3:nbo_charge:R:1
C 1.186877 0.679384 0.668909 -1.27 0.46 2.12 -0.265
N -0.174826 1.158111 0.937742 0.71 0.46 -0.90 -0.656
C -0.573921 2.327159 0.113118 0.24 1.88 1.45 -0.237
C -1.122132 2.027914 -1.252202 -0.12 -1.65 -2.35 -0.555
S -2.831801 1.323657 -1.261663 1.03 -0.67 0.53 -0.008
C 1.243150 -0.803400 0.314272 0.79 0.84 -1.60 -0.254
N 0.986530 -1.847337 1.431478 -0.13 2.74 -1.01 -0.677
H 1.770092 0.939912 1.565744 0.36 -0.54 -0.01 0.200
H 1.549541 1.407110 -0.051399 0.60 -0.97 -0.74 0.250
H -0.823119 0.459825 1.264288 -0.49 0.48 -0.30 0.363
H 0.360561 2.932692 -0.043390 -0.66 -0.55 0.30 0.205
H -1.190157 2.991911 0.759289 0.01 -0.53 -0.68 0.228
H -1.265555 2.652387 -2.194016 0.68 0.69 2.01 0.271
H -0.302952 1.359517 -1.652504 -1.24 -0.21 0.03 0.194
H -2.523220 0.258065 -0.477757 -0.35 0.24 -0.24 0.091
H 2.243297 -1.040083 -0.088610 -0.43 -0.10 0.24 0.230
H 0.496783 -0.942345 -0.480341 0.23 -0.58 0.41 0.266
H 1.545706 -1.556451 2.232719 0.33 -0.62 0.08 0.446
H 1.256298 -2.709911 0.970731 -0.33 -0.52 0.73 0.459
H 0.007893 -1.752261 1.710981 -0.01 -0.80 -0.16 0.447
H -1.179109 -3.059804 -1.992188 0.07 0.04 0.13 0.501
H -0.093616 -3.822139 -1.226381 -0.15 -0.11 -0.22 0.477
O -0.566319 -2.983915 -1.248819 0.13 0.02 0.18 -0.974
```
Forces are in eV/Å.

Below is 2 unconnected molecules or ions with the total composition C7H7N in a non-equilibrium geometry, with properties calculated with wB97M-V/def2-TZVPD.

Calculated values
- Relative energy (zero: lowest compared OMol25 entry of this formula, charge and spin): 72.7 kcal per mole
- Net charge: 0
- SMILES string: c1ccncc1.C#C
- Gap between HOMO and LUMO: 9.79 eV
- E_tot: -8858.470 eV

XYZ file:
```
15
Properties=species:S:1:pos:R:3:forces:R:3:nbo_charge:R:1
C -0.914968 -0.070494 -0.737048 -0.30 1.55 0.61 0.036
C -0.169698 -1.231071 -0.936486 -1.09 -0.53 -2.19 -0.276
C 1.233351 -1.105905 -0.891471 -1.77 0.36 0.64 -0.176
C 1.764201 0.094278 -0.504193 2.65 -0.59 1.13 -0.264
C 0.977913 1.188168 -0.232434 -0.74 0.96 -0.88 0.030
C -1.884128 0.744965 1.371703 0.27 -0.58 2.95 -0.223
C -1.044121 0.235490 2.092165 -2.59 1.10 -1.21 -0.247
H -2.075882 -0.085106 -0.600972 2.49 -0.20 -1.17 0.212
H -0.720266 -2.145633 -1.420537 1.27 1.61 1.49 0.230
H 1.868809 -1.934972 -0.988502 0.66 -1.05 -0.44 0.216
H 2.870154 0.113037 -0.252290 -1.41 0.23 -0.59 0.216
H 1.461191 2.138711 0.065546 -0.56 -0.53 -0.14 0.198
H -2.737784 1.172037 0.862104 0.73 -0.08 0.30 0.241
H -0.289625 -0.284302 2.592348 0.67 -0.29 0.45 0.229
N -0.339147 1.170796 -0.419931 -0.26 -1.96 -0.95 -0.420
```
Forces are in eV/Å.

Below is a molecular structure, C35H46N4O2RuS, with properties calculated with wB97M-V/def2-TZVPD.

Calculated values
- Relative energy (zero: lowest compared OMol25 entry of this formula, charge and spin): 5.6 kcal per mole
- 2S+1: 5
- Net charge: +4
- Gap between HOMO and LUMO (alpha / beta): 8.04 / 5.65 eV
- <S²>: 6.048
- E_tot: -60474.959 eV

XYZ file:
```
89
Properties=species:S:1:pos:R:3:forces:R:3:mulliken_spin:R:1
Ru 0.367938 0.427769 0.472382 -0.01 -0.05 -0.11 2.677
C 2.477409 -1.301171 1.888661 -0.02 0.00 -0.01 -0.028
C 3.493164 -0.782839 0.884581 -0.02 0.02 -0.01 0.065
C 3.043201 -0.603407 -0.539004 -0.02 -0.01 0.06 0.211
C 4.083079 -0.458320 -1.513721 -0.01 0.02 -0.07 0.243
C 3.778864 0.050904 -2.774927 0.04 0.00 0.01 -0.037
C 2.466718 0.106187 -3.151580 -0.02 -0.01 0.00 0.372
C 1.454393 -0.557800 -2.278769 -0.04 0.01 -0.11 -0.055
N 1.766938 -0.506820 -0.857099 0.03 0.01 0.06 0.096
N 1.416004 -0.335034 2.265632 0.03 -0.04 0.01 0.208
C 1.933892 0.886449 2.922277 0.00 0.01 0.00 -0.042
C 2.297620 1.983111 1.933410 0.04 0.04 0.03 0.053
C 3.184523 2.982074 2.293691 0.00 -0.02 -0.02 -0.007
C 3.468825 4.001288 1.395007 -0.01 0.00 0.01 0.018
C 2.865101 3.993990 0.142258 -0.01 -0.02 -0.02 0.013
C 1.996157 2.970256 -0.163687 0.03 0.02 -0.03 0.025
N 1.707982 1.987026 0.712397 0.00 -0.03 0.06 -0.112
C 0.336378 -1.035695 2.997880 -0.02 -0.02 -0.01 -0.016
C -0.602626 -1.769799 2.056902 -0.02 -0.05 0.05 0.029
C -1.339010 -2.850927 2.507165 0.02 0.01 -0.03 -0.007
C -2.282621 -3.429575 1.669774 0.01 0.01 0.00 0.015
C -2.460170 -2.916027 0.390357 0.01 0.01 -0.01 0.010
C -1.678577 -1.853049 -0.008137 -0.01 -0.03 -0.05 0.010
N -0.765683 -1.290163 0.801552 0.07 0.04 0.02 -0.022
H 3.003909 -1.609662 2.797028 0.01 0.01 0.00 0.002
H 1.980390 -2.184671 1.482598 0.01 0.00 0.01 0.002
H 4.316575 -1.502858 0.858005 0.00 -0.01 -0.01 0.006
H 3.969108 0.145301 1.219351 0.00 0.00 0.00 0.014
H 5.106600 -0.620927 -1.203102 0.01 0.01 -0.01 -0.003
H 4.566257 0.384381 -3.438702 0.01 0.00 0.01 0.013
H 2.151661 0.483341 -4.115953 0.01 0.01 0.00 -0.019
H 0.442228 -0.186609 -2.447959 0.00 0.00 0.01 0.014
H 2.800810 0.657747 3.548253 -0.01 0.00 0.00 0.001
H 1.160859 1.271864 3.590800 -0.01 0.00 -0.01 0.008
H 3.651950 2.961921 3.269925 0.00 0.00 0.00 0.000
H 4.159341 4.789719 1.666702 0.00 0.00 0.00 0.000
H 3.066887 4.768056 -0.584978 0.00 0.00 0.00 0.000
H 1.500708 2.915342 -1.124933 0.00 0.01 0.00 0.011
H -0.246931 -0.295954 3.550864 0.01 0.01 -0.02 0.004
H 0.748797 -1.735489 3.729609 -0.01 0.01 0.01 0.000
H -1.184917 -3.228463 3.509683 0.00 0.00 0.00 0.000
H -2.876291 -4.266859 2.013896 0.00 0.00 0.00 0.000
H -3.200972 -3.325770 -0.282228 0.00 0.00 0.00 0.000
H -1.785043 -1.410069 -0.990739 -0.01 -0.01 0.00 0.000
C -1.776970 -2.199157 -5.927779 0.00 0.00 0.02 0.000
C -0.724977 -3.294139 -5.810217 0.00 -0.01 -0.01 0.001
C 0.543675 -2.846449 -5.074305 -0.02 0.01 0.02 0.004
S 0.186344 -2.686586 -3.311232 0.07 0.04 -0.11 0.008
O 1.510173 -1.974363 -2.701288 -0.05 -0.08 0.17 0.068
C 0.360723 -4.377981 -2.682160 -0.01 -0.02 0.00 0.002
C 1.765519 -4.829612 -2.285079 0.02 0.03 0.01 -0.002
C 2.789114 -4.926608 -3.407531 0.01 0.01 -0.01 0.001
H -2.673992 -2.584684 -6.407572 0.00 0.00 -0.01 0.000
H -1.410185 -1.370859 -6.534658 0.00 0.01 0.01 0.000
H -2.076647 -1.803145 -4.953390 -0.02 -0.01 0.00 0.000
H -0.391695 -3.606259 -6.801606 0.00 0.00 0.00 0.000
H -1.137752 -4.197757 -5.352644 0.00 0.01 0.01 0.000
H 0.846348 -1.844651 -5.387667 -0.01 0.00 -0.01 -0.003
H 1.377979 -3.534757 -5.183257 0.03 -0.02 0.02 0.000
H -0.053781 -4.984194 -3.493200 0.00 0.00 0.00 0.001
H -0.328012 -4.428401 -1.838420 0.00 0.01 0.00 -0.001
H 1.613721 -5.817042 -1.842635 -0.02 0.00 0.00 0.000
H 2.132830 -4.190883 -1.478978 0.00 -0.01 0.00 0.003
H 2.420447 -5.531721 -4.237352 0.00 0.00 0.00 0.000
H 3.691376 -5.411479 -3.038987 0.00 -0.01 0.00 0.000
H 3.086134 -3.947280 -3.785629 -0.01 0.01 -0.02 0.000
C -5.972244 4.811135 3.992843 -0.02 0.01 0.01 0.003
C -4.768730 4.227420 3.358038 0.06 -0.02 -0.03 0.028
C -4.664420 2.836789 3.148068 -0.01 0.00 0.00 0.017
C -3.567886 2.271925 2.562609 -0.02 0.02 0.02 0.007
C -3.533380 0.788606 2.356179 -0.01 -0.03 0.00 -0.001
C -2.481800 3.140435 2.152741 0.03 0.02 -0.02 0.048
C -1.332550 2.690294 1.547303 -0.06 0.08 -0.04 -0.081
O -1.053555 1.442338 1.277093 -0.01 -0.06 0.11 0.105
C -2.585635 4.575834 2.366315 -0.01 0.00 0.00 0.006
C -1.497100 5.525375 1.954424 0.01 0.02 0.01 -0.003
C -3.713545 5.069381 2.955733 -0.01 -0.02 0.01 0.018
H -6.720827 4.064493 4.241296 0.00 0.00 0.00 -0.001
H -6.413641 5.560271 3.329142 0.00 0.00 0.01 0.005
H -5.683996 5.348456 4.901494 -0.01 0.00 0.00 0.005
H -5.487945 2.207522 3.460137 0.00 -0.01 0.00 0.001
H -4.451842 0.340100 2.726845 0.00 0.00 0.00 0.000
H -2.691157 0.336705 2.884912 -0.01 0.00 0.00 0.001
H -3.429846 0.545013 1.297120 0.00 -0.01 0.01 -0.002
H -0.573376 3.411923 1.253748 -0.01 0.04 0.02 -0.017
H -0.557665 5.308923 2.467416 0.00 0.01 0.00 0.001
H -1.775941 6.544414 2.209105 0.00 0.00 0.00 0.001
H -1.324069 5.496889 0.876778 0.00 0.00 0.00 0.001
H -3.810644 6.134998 3.121124 0.01 0.00 0.00 0.000
```
Forces are in eV/Å.